Record 1
A structure of composition C47H59IrN4O5SSb at a distorted geometry, computed with ωB97M-V/def2-TZVPD.

Geometry (Å):
Ir: 0.7174 -0.5832 -1.1688
Sb: -0.0772 2.8055 -2.6147
S: -0.1539 0.8001 3.6501
O: 0.8383 -0.0327 2.8725
O: 2.9563 -6.9710 1.1471
O: 0.0582 1.5520 -7.3909
O: 0.0710 0.5390 -2.7773
O: 0.6303 -2.4752 -2.1431
N: 3.3217 -5.6075 2.9825
N: 2.0684 -4.8603 1.0055
N: 0.4468 2.4082 -0.5958
N: 1.6008 -1.3083 0.3456
C: 2.4156 4.4415 -2.0020
C: 2.4656 -5.3874 4.0499
C: -0.3402 0.6910 -5.1159
C: 1.0417 -5.4397 3.9478
C: 0.8868 -5.2972 6.3605
C: -0.0013 -5.0398 7.5203
C: -4.9023 3.9569 -2.0124
C: 0.4594 2.4730 3.4710
C: -4.6054 -2.1881 -2.4073
C: 1.8311 2.6258 3.5590
C: 1.5818 -1.2450 -5.5138
C: 1.4302 4.9982 3.2742
C: 0.2748 -0.6791 7.9254
C: 1.8991 3.7566 -3.2817
C: 1.4863 4.8012 -4.2745
C: -0.6745 0.8682 6.3869
C: -0.4521 3.5169 3.3281
C: -4.4350 5.2994 -2.3848
C: 2.0018 -3.5342 -3.7659
C: 2.8482 -5.8590 1.6648
C: -0.6078 0.3831 7.6763
C: -4.7506 -1.6795 -3.8025
C: -3.1743 5.8154 -1.7463
C: 0.9782 -0.7274 5.5867
C: -5.1564 -1.4125 -1.2566
C: 1.3731 -2.6212 0.5725
C: 0.2583 0.6142 -6.4269
C: 3.6458 -2.9485 1.3041
C: 0.0847 0.2973 5.3732
C: 1.0350 -1.2293 6.9005
C: 1.1931 -2.3472 -3.3052
C: 2.2818 -5.3274 6.4453
C: 0.0642 4.7997 3.2388
C: 2.7113 -0.6970 0.8544
C: 2.3304 3.9447 3.3988
C: -5.1219 6.1360 -3.3631
C: 1.1892 -0.4257 -6.6166
C: 2.3803 -3.4840 1.0065
C: 0.3120 -5.5155 5.0839
C: 3.0739 -5.3911 5.2854
C: 3.7070 -1.5724 1.2944
C: 2.7566 2.6420 -3.8252
C: 0.1096 -0.0701 -4.0272
C: 0.9422 -1.2490 -4.2515
C: 0.5803 1.1951 -0.5671
C: -4.0939 -3.5855 -2.2634
C: -1.0813 2.5051 -7.3932
H: 3.5400 4.4895 -2.0353
H: -1.1524 0.8488 8.5070
H: 3.0915 -3.4072 -3.6827
H: 1.7145 -2.0908 7.1446
H: -3.0120 -3.7335 -2.3305
H: 2.3083 5.5610 -4.4912
H: 2.7333 -5.2313 7.4303
H: 1.6572 -0.7417 -7.5632
H: 4.5212 -3.5373 1.6047
H: 0.2932 -5.6189 8.3978
H: -6.1741 5.8110 -3.3259
H: -4.6972 6.0289 -4.4141
H: -5.4900 -2.3763 -4.2924
H: 1.2358 4.3842 -5.2760
H: 2.4320 -1.9001 -5.6381
H: -0.6785 3.4603 -6.9493
H: 2.1073 3.8990 -1.1025
H: 4.1789 -5.4239 5.4105
H: 2.4095 1.7441 3.7200
H: -0.7678 -5.7728 5.0299
H: -1.9277 2.2058 -6.7681
H: -4.4219 -4.0189 -1.2835
H: 1.5622 -1.1236 4.7670
H: -1.1931 1.4045 -5.0000
H: -4.8482 -0.3700 -1.1956
H: -5.0238 7.1804 -3.0630
H: 2.8380 1.8152 -3.1541
H: 0.3669 -3.0176 0.4640
H: 3.4131 4.1197 3.4511
H: -3.8170 -1.7800 -4.3510
H: -2.9701 5.4172 -0.7820
H: 0.5188 -5.3234 3.0135
H: -2.2742 5.5067 -2.3566
H: -4.6120 -4.2496 -2.9983
H: -0.0683 -3.9725 7.8560
H: -5.0825 3.3770 -2.9827
H: -5.8369 3.9436 -1.4266
H: -0.6002 5.6718 3.2341
H: 1.7326 -3.7107 -4.8485
H: -1.5353 3.3500 3.3951
H: 1.9839 5.4611 -2.0097
H: 0.6361 5.4059 -3.8483
H: 1.6836 -5.2564 0.1343
H: -1.2925 1.7298 6.1889
H: 2.4449 2.3207 -4.8318
H: -5.0820 -0.6523 -3.8016
H: -1.2885 2.6674 -8.4482
H: 1.8651 6.0304 3.1983
H: -0.9952 -5.4020 7.2240
H: 4.5977 -1.0839 1.6775
H: 2.7832 0.4140 0.8918
H: -6.2712 -1.3679 -1.2773
H: 0.3468 -1.1903 8.8621
H: -4.1769 3.4427 -1.4385
H: -4.8687 -1.8755 -0.3206
H: -3.2705 6.9067 -1.7100
H: 1.7718 -4.4738 -3.1762
H: 4.1912 -6.0673 3.2385
H: 3.7595 3.0975 -3.8867

Forces on the atoms, in the same order (eV/Å):
-1.79 2.65 -1.82
-0.53 2.80 -1.80
-0.29 -0.36 -0.73
-0.17 -0.07 0.13
0.30 2.41 1.49
-0.70 -1.15 0.62
-0.68 -3.92 -1.41
1.26 1.08 -1.25
-1.25 0.65 0.67
1.25 -1.43 0.91
0.80 -4.51 1.42
0.64 -1.49 2.11
0.68 -0.03 -0.56
0.58 -0.82 -2.20
-0.77 0.81 -1.00
-0.12 0.66 -0.18
-0.05 0.00 0.01
-0.67 -0.24 0.18
-1.15 -0.46 -1.88
-0.35 -0.47 0.94
0.56 0.29 -0.02
-0.37 2.05 -0.63
-1.21 0.80 -1.33
1.33 1.13 -0.31
-0.23 -0.35 -0.81
-1.39 -0.80 1.46
-0.01 1.34 -1.00
-0.15 0.29 0.09
-0.03 -0.13 0.36
1.39 0.09 1.34
-0.54 -1.25 -0.77
-1.56 -1.94 -2.78
0.71 -0.28 0.56
-0.57 -1.18 0.41
-0.04 0.11 -1.80
-0.28 -0.36 1.10
-0.58 -0.33 -0.06
1.02 -0.51 0.86
-0.79 0.28 1.08
-0.91 0.02 0.02
0.33 0.67 -0.60
0.78 -0.65 -0.24
-0.80 0.10 0.24
1.43 0.42 -0.84
-0.57 0.51 0.27
-0.43 -1.38 -0.32
0.10 -1.35 0.45
-0.26 -0.35 -0.71
1.42 -1.49 0.98
-0.01 0.44 -0.27
-1.25 -0.28 0.00
0.47 0.15 3.73
1.07 1.62 0.69
0.84 1.35 -0.62
0.74 0.42 0.38
0.48 0.83 0.79
0.04 4.58 0.19
-1.47 -0.81 0.87
1.76 0.64 1.09
-0.93 0.19 0.11
0.11 -0.25 -0.53
-0.32 0.35 -0.11
-0.65 0.97 -0.31
0.04 0.14 -0.24
-0.72 -0.94 0.43
0.12 -0.12 -0.25
-0.29 1.02 0.37
-0.51 0.20 -0.21
0.23 0.04 0.00
0.14 0.50 -0.59
-0.61 0.12 0.93
0.45 0.92 -0.03
-0.17 0.20 0.67
-0.27 -0.30 -0.42
-0.42 -0.87 -0.50
0.35 0.35 -0.03
-0.95 0.03 -0.31
0.65 -0.25 0.03
0.80 0.67 -0.06
0.11 -0.35 -0.53
0.43 0.40 -0.54
-0.02 0.00 0.02
1.22 -0.57 0.23
0.23 0.17 -0.29
-0.22 0.11 -0.27
-0.02 -0.74 0.43
0.19 0.28 -0.56
-0.57 0.03 -0.06
0.16 0.06 -0.24
-0.09 -0.31 1.02
0.20 -0.54 -0.33
-0.55 0.59 0.31
0.64 0.38 0.16
0.18 -0.73 -0.59
-0.02 0.31 1.26
0.02 0.05 -0.28
0.23 -0.45 -0.21
0.55 -0.13 1.22
0.53 -0.04 -0.26
0.42 -0.47 0.44
0.64 -0.49 -0.69
0.29 0.35 0.66
-0.22 0.06 -0.20
0.06 -0.03 0.42
-0.23 0.24 -0.30
-0.29 -0.18 0.22
-0.67 -1.08 0.10
0.07 0.43 0.37
0.08 -0.17 -0.14
-0.15 -1.20 -0.28
0.45 -0.12 0.00
-0.10 0.25 0.69
0.82 -0.65 0.56
-0.04 -0.13 0.29
0.58 -0.12 0.11
-0.04 1.29 -0.59
0.03 0.11 -0.31
0.07 -0.44 -0.35

Properties
charge	+2
2S+1	6
ΔE to the lowest compared entry with this formula, charge and spin	30.1	kcal per mole
⟨S²⟩	8.789

Here are the Löwdin charges for atoms 1 to 4, given in e: atom 1 (Ir): 1.311, atom 2 (Sb): 1.472, atom 3 (S): 1.023, atom 4 (O): -0.565

***

Record 2
A structure of composition C47H60AgN3P2Si3, computed with ωB97M-V/def2-TZVPD.

Geometry (Å):
Ag: -0.5585 -0.3489 -0.1619
P: -0.3802 2.2777 -0.9998
P: 2.6989 1.7429 0.8955
Si: 1.7359 -2.3489 -1.8153
Si: -1.6734 -1.3292 3.2300
Si: -2.6956 -1.1235 -1.2797
N: 1.5464 4.2385 0.0965
N: -0.5560 -1.5598 1.9995
N: 1.0745 -2.0482 -0.3003
C: 1.2290 5.1382 1.1019
C: 0.9276 2.2413 -3.5265
C: 0.9544 -4.8761 2.8413
C: -3.8152 4.5539 -1.4547
C: -4.1464 3.0413 0.3808
C: 0.2715 -3.6627 2.9326
C: -0.1090 5.4713 1.3824
C: 0.9371 -3.7859 -2.7767
C: 4.4920 1.3960 1.0389
C: -4.4761 -0.3820 -1.0762
C: -2.9418 -2.8770 -0.5509
C: -2.8878 2.4994 0.1544
C: -1.3289 1.4277 -4.9025
C: 2.7895 3.8129 4.4700
C: -3.0070 -2.6716 3.5129
C: 1.6663 -5.1533 1.6897
C: 1.5264 -0.8022 -2.8661
C: 5.0090 0.7604 2.1701
C: 0.6049 2.8510 4.2142
C: -2.5538 4.0185 -1.6721
C: 6.3359 0.3607 2.2118
C: 2.3067 2.4291 2.5526
C: 3.6173 -2.6890 -1.9120
C: 2.7973 3.4791 0.1133
C: 5.3229 1.5458 -0.0737
C: 3.1948 3.2153 3.2885
C: 7.1679 0.5671 1.1190
C: -2.7739 -1.5211 -3.1738
C: 0.5692 3.9592 -0.9530
C: 1.0146 2.2464 3.0314
C: 1.8813 6.7612 2.7902
C: -0.1436 1.6395 -5.5935
C: 0.2166 -2.7001 1.9034
C: -0.2671 2.0842 -2.8280
C: 6.6521 1.1470 -0.0303
C: 1.0131 -2.9638 0.7263
C: 2.2161 5.8058 1.8469
C: 0.9909 2.0253 -4.8954
C: -1.3883 1.6395 -3.5336
C: 1.4910 3.6356 4.9338
C: -2.0727 2.9877 -0.8628
C: -0.4304 6.4375 2.3211
C: -0.9266 -1.0565 4.9745
C: -4.6122 4.0714 -0.4223
C: -2.7837 0.1755 2.9106
C: 1.7025 -4.1927 0.6787
C: 0.5574 7.1031 3.0332
H: 1.0985 4.0691 -1.9012
H: 4.3580 0.5650 3.0141
H: -3.6637 -2.1154 -3.4198
H: -3.1020 -2.8133 0.5309
H: -3.6505 -2.4344 4.3680
H: -0.4042 2.6952 4.5706
H: 0.0669 -0.6139 4.8855
H: -2.0251 -3.4625 -0.6906
H: 0.3298 1.6192 2.4679
H: 1.2010 -4.7479 -2.3243
H: 7.2780 1.2698 -0.9067
H: 1.9368 2.1332 -5.4128
H: -3.6433 -2.7348 2.6229
H: -3.7806 -3.4252 -1.0006
H: -2.3038 1.4337 -2.9930
H: -4.7097 -0.2042 -0.0179
H: 3.1545 3.3827 -0.9168
H: 8.2066 0.2624 1.1582
H: -2.7975 -0.6093 -3.7829
H: 4.9221 1.9544 -0.9952
H: -0.1001 1.4932 -6.6660
H: -2.2427 1.1288 2.8741
H: 3.9879 -2.6694 -2.9438
H: -3.5281 0.2497 3.7129
H: -3.3180 0.0493 1.9615
H: 0.4731 -0.6107 -3.0948
H: 3.4838 4.4326 5.0271
H: 0.9168 -5.5868 3.6614
H: 4.2116 3.3570 2.9372
H: -0.1535 -3.6937 -2.7226
H: -1.5399 -0.3904 5.5946
H: 3.2626 5.5876 1.6909
H: 2.1848 -6.0993 1.5658
H: -2.2063 1.0724 -5.4301
H: -4.1755 5.3525 -2.0942
H: 2.0784 -0.8665 -3.8124
H: -2.5294 1.6634 0.7422
H: 1.2245 -3.8170 -3.8340
H: -0.2683 -3.4523 3.8519
H: -4.7624 2.6483 1.1817
H: 1.8392 2.4963 -2.9975
H: 4.1531 -1.9199 -1.3426
H: 6.7190 -0.1321 3.0972
H: -0.1942 4.7279 -0.9196
H: -4.5750 0.5816 -1.5941
H: -5.2369 -1.0636 -1.4788
H: 2.6730 7.2480 3.3489
H: -2.5809 -3.6658 3.6725
H: 0.3036 7.8595 3.7654
H: -1.9408 4.3908 -2.4862
H: 1.1766 4.1154 5.8532
H: -5.5978 4.4900 -0.2540
H: -0.9158 4.9410 0.8915
H: 3.5495 4.0228 0.6777
H: -0.8135 -2.0007 5.5186
H: -1.8884 -2.0910 -3.4798
H: -1.4742 6.6569 2.5138
H: 1.9110 0.0579 -2.3072
H: 3.8836 -3.6586 -1.4790
H: 2.2915 -4.4026 -0.2092

Forces on the atoms, in the same order (eV/Å):
-0.35 -0.58 0.06
0.38 0.10 -0.03
-0.43 0.33 -0.09
0.04 0.07 -0.26
-0.30 0.06 0.20
-0.19 -0.02 -0.19
-0.08 -0.63 0.23
0.08 0.11 -0.22
-0.09 0.10 0.16
-0.07 0.16 0.11
-0.01 0.05 0.01
0.04 -0.02 -0.05
0.03 0.07 -0.05
-0.02 0.03 0.05
-0.03 0.12 -0.06
-0.07 -0.08 0.02
-0.09 -0.07 0.12
-0.01 -0.15 -0.13
0.16 0.16 0.13
0.17 0.06 0.11
0.10 0.00 -0.06
0.02 0.01 -0.06
0.07 -0.06 0.04
0.08 -0.14 -0.21
-0.02 0.05 0.05
0.03 -0.06 -0.05
0.02 0.06 -0.04
0.01 -0.01 -0.01
0.03 -0.04 0.04
0.00 -0.01 0.02
0.14 -0.13 0.17
0.04 -0.03 0.19
-0.27 0.12 -0.30
0.00 0.07 0.06
-0.05 -0.13 0.14
-0.01 0.04 0.00
0.19 0.12 0.03
0.42 -0.14 0.06
-0.06 -0.11 -0.10
-0.09 0.04 -0.02
0.00 0.03 0.05
-0.05 0.01 0.28
-0.23 -0.11 -0.05
-0.02 0.01 -0.03
0.13 -0.06 -0.20
-0.01 0.10 -0.02
0.00 0.03 -0.01
0.10 0.07 0.07
0.02 0.03 -0.04
-0.11 -0.05 0.17
0.06 0.04 0.03
-0.03 0.02 0.04
0.04 -0.04 0.00
0.13 0.13 -0.03
-0.08 0.12 -0.03
0.03 -0.02 -0.02
-0.06 -0.05 -0.07
0.03 0.03 0.02
0.01 0.00 0.06
0.04 -0.04 -0.11
0.07 0.07 0.00
-0.05 -0.01 0.01
0.08 0.05 0.00
-0.06 0.02 0.04
-0.02 -0.05 0.04
-0.03 0.05 -0.04
-0.01 0.01 0.02
0.00 0.03 0.01
0.00 0.00 0.10
0.00 0.08 -0.03
0.00 0.05 -0.02
-0.02 0.00 -0.09
-0.01 0.03 -0.01
-0.02 -0.04 -0.01
-0.04 -0.17 0.04
0.04 0.02 0.03
0.01 -0.07 0.01
0.01 -0.07 -0.01
-0.08 0.02 0.01
0.03 -0.02 -0.03
0.06 -0.01 0.07
0.05 0.00 0.05
-0.01 -0.02 0.00
-0.01 0.01 0.01
-0.01 0.02 -0.02
0.07 0.01 -0.02
-0.02 -0.04 -0.06
-0.03 0.02 0.00
0.06 0.03 0.00
0.00 0.02 0.03
-0.01 -0.03 0.01
-0.03 -0.01 0.05
-0.03 0.02 0.01
0.05 0.07 0.05
0.01 -0.04 -0.05
0.03 -0.02 -0.04
-0.02 0.01 -0.02
0.00 -0.04 -0.04
-0.01 0.01 0.00
0.11 0.17 -0.09
-0.01 -0.05 0.04
0.06 -0.01 0.00
0.02 -0.01 -0.03
0.00 0.05 0.00
0.00 -0.03 0.01
-0.03 0.02 0.00
-0.02 -0.02 -0.01
0.01 0.00 -0.01
0.02 0.01 0.03
0.09 0.07 -0.14
-0.01 0.05 -0.05
-0.05 0.04 -0.02
0.00 -0.03 -0.04
-0.03 -0.05 -0.01
0.02 0.07 -0.03
-0.04 -0.03 0.04

Properties
charge	-2
2S+1	1
ΔE to the lowest compared entry with this formula, charge and spin	9.4	kcal per mole

Here are the Löwdin charges for atoms 1 to 4, given in e: atom 1 (Ag): 0.464, atom 2 (P): 1.022, atom 3 (P): 1.095, atom 4 (Si): 0.304

***

Which value of 2S+1 does entry 1 give? 6